Entry 1:
C26H31F3IrN4O4S3 as an isolated structure. Source: the Open Molecules 2025 dataset; level of theory: ωB97M-V/def2-TZVPD.

Geometry as ORCA input:
```
! RIJCOSX wB97M-V def2-TZVPD def2/J DEFGRID3
* xyz 2 2
Ir 1.1202 -0.2958 0.5338
F 1.2854 1.8146 5.2427
C 0.5045 0.7457 5.4536
F 1.3109 -0.2782 5.7851
F -0.2784 1.0065 6.5003
C -0.3048 0.4093 4.2276
C -1.6829 0.4801 4.2173
C -2.3925 0.1727 3.0541
C -1.6981 -0.2297 1.9391
N -0.3621 -0.3377 1.9639
C 0.3449 0.0298 3.0506
S 2.0407 -0.0238 2.6845
H -2.2080 0.7841 5.1121
H -3.4681 0.2457 3.0147
H -2.1991 -0.4975 1.0207
C 2.6122 -1.8861 -1.6078
C 1.4051 -1.8881 -0.6954
O 0.5251 -2.7070 -0.8052
H 2.2641 -1.7864 -2.6381
H 3.0806 -2.8630 -1.4998
H 3.3242 -1.1012 -1.3842
N 4.4542 2.6580 -0.9637
C 3.2339 3.1494 -0.2415
C 2.2942 1.9834 0.0151
O 1.2635 2.1684 0.6505
O 2.6799 0.8403 -0.4365
H 5.0752 3.4218 -1.2403
H 4.1814 2.1245 -1.7940
H 4.9771 2.0064 -0.3729
H 2.7532 3.9123 -0.8510
H 3.5527 3.5882 0.7026
O -0.3033 0.2004 -0.9588
S -1.3626 -0.6601 -1.6967
C -0.6667 -1.0812 -3.3274
C -0.2023 0.0816 -4.1434
C -0.9332 0.4812 -5.2585
C -0.5168 1.5584 -6.0246
C 0.6366 2.2475 -5.6801
C 1.3691 1.8527 -4.5691
C 0.9547 0.7760 -3.8019
C -2.5209 0.6387 -2.1641
C -3.2831 1.1290 -0.9705
C -4.3355 0.3798 -0.4520
C -5.0563 0.8514 0.6338
C -4.7263 2.0733 1.2069
C -3.6689 2.8156 0.7015
C -2.9468 2.3440 -0.3849
H -1.4727 -1.6315 -3.8178
H 0.1225 -1.7997 -3.1073
H -1.8277 -0.0606 -5.5400
H -1.0882 1.8534 -6.8931
H 0.9669 3.0832 -6.2809
H 2.2771 2.3835 -4.3128
H 1.5271 0.4780 -2.9294
H -3.1750 0.1846 -2.9127
H -1.9300 1.4224 -2.6371
H -4.6128 -0.5608 -0.9132
H -5.8893 0.2783 1.0169
H -5.3032 2.4521 2.0396
H -3.4166 3.7701 1.1419
H -2.1296 2.9274 -0.7888
C 1.0504 -4.9924 4.1963
N 1.8357 -4.0288 3.4432
C 1.6739 -3.7623 2.1536
N 0.6965 -4.3388 1.4699
S 2.8003 -2.6829 1.4159
H 1.3168 -4.9053 5.2451
H 1.2517 -6.0131 3.8656
H -0.0144 -4.7733 4.0999
H 2.6279 -3.5855 3.8822
H 0.0563 -4.9861 1.9000
H 0.5297 -4.0470 0.5153
*
```

Summary:
**HOMO-LUMO gap (alpha / beta)**: 7.73 / 5.79 eV
**E_LUMO (alpha / beta)**: -5.33 / -7.15 eV

Entry 2:
C26H31F4N5O2STi as an isolated structure in a non-equilibrium geometry. Source: the Open Molecules 2025 dataset; level of theory: ωB97M-V/def2-TZVPD.

Geometry as ORCA input:
```
! RIJCOSX wB97M-V def2-TZVPD def2/J DEFGRID3
* xyz 1 2
Ti -0.5521 -0.3228 -0.5003
C -3.1084 0.9662 -2.0246
N -1.6391 0.9562 -1.9931
C -1.1898 0.7107 -3.3697
C -1.1785 2.2852 -1.5580
C -1.3087 2.4550 -0.0352
N -1.1284 1.1653 0.5984
C -1.3505 1.0365 1.9176
C -1.3646 -0.2594 2.4959
F -1.0316 -1.3287 1.6801
C -1.6779 -0.5122 3.8172
F -1.6517 -1.7726 4.2658
C -2.0041 0.5204 4.6783
C -1.9263 1.8102 4.1754
F -2.1657 2.8326 4.9988
C -1.5931 2.0734 2.8577
F -1.4666 3.3698 2.4803
H -3.4573 1.7297 -2.7329
H -3.5144 1.1971 -1.0409
H -3.4901 -0.0008 -2.3540
H -1.5818 1.4866 -4.0411
H -1.5475 -0.2612 -3.7157
H -0.1015 0.7132 -3.4308
H -1.7515 3.0732 -2.0700
H -0.1336 2.3805 -1.8512
H -2.2987 2.8663 0.2091
H -0.5595 3.1882 0.2983
H -2.2952 0.3332 5.6946
O -0.4970 -3.3310 -3.0883
C -0.7251 -2.5378 -2.1794
N 0.1615 -1.6628 -1.6541
C 1.4725 -1.7370 -2.2453
C 2.1702 -0.4142 -2.2660
C 3.4083 -0.3050 -2.9047
C 4.0626 0.9086 -2.9024
C 3.4696 1.9736 -2.2348
C 2.2487 1.7763 -1.6207
N 1.5851 0.6135 -1.6460
C -2.0501 -2.4252 -1.5282
C -3.0871 -3.2934 -1.8406
C -4.2980 -3.1677 -1.1872
C -4.4110 -2.1667 -0.2147
C -3.3471 -1.3298 0.0325
N -2.1657 -1.4190 -0.6193
H 2.1119 -2.4442 -1.6872
H 1.3829 -2.1371 -3.2704
H 3.8268 -1.1633 -3.4076
H 5.0125 1.0273 -3.4018
H 3.9429 2.9420 -2.2021
H 1.7858 2.5899 -1.0727
H -2.9063 -4.0495 -2.5913
H -5.1269 -3.8228 -1.4028
H -5.3288 -2.0444 0.3409
H -3.4351 -0.5429 0.7765
C 4.8674 -1.3161 1.2003
C 3.4613 -1.3043 1.7713
S 2.5155 0.1408 1.1100
O 1.1465 -0.4115 0.8330
C 2.2986 1.1576 2.6477
C 1.7643 0.4020 3.8503
H 5.4390 -2.1277 1.6476
H 5.3855 -0.3858 1.4164
H 4.8522 -1.4616 0.1230
H 3.4729 -1.2559 2.8546
H 2.8934 -2.1791 1.4586
H 1.5924 1.9304 2.3400
H 3.2607 1.6306 2.8428
H 1.0409 -0.3395 3.5200
H 1.2638 1.0830 4.5352
H 2.5512 -0.0906 4.4144
*
```

Summary:
**HOMO-LUMO gap (alpha / beta)**: 7.06 / 7.64 eV
**E_LUMO (alpha / beta)**: -2.72 / -2.95 eV

Entry 3:
One molecule with the formula C26H31N3O4. Source: the Open Molecules 2025 dataset; level of theory: ωB97M-V/def2-TZVPD.

Geometry as ORCA input:
```
! RIJCOSX wB97M-V def2-TZVPD def2/J DEFGRID3
* xyz 0 1
C 0.5983 4.6709 -2.3761
C 0.6620 3.1471 -2.3210
O 1.2929 2.6705 -1.1487
C 0.5578 2.5090 -0.0064
C -0.7437 2.9378 0.1904
C -1.3749 2.7206 1.4064
C -0.7117 2.0867 2.4372
C 0.5876 1.6382 2.2521
C 1.2198 1.8333 1.0370
N 2.5090 1.3541 0.7521
C 3.0482 0.2082 1.2271
O 2.6116 -0.3990 2.1857
C 4.3205 -0.2748 0.5076
C 4.3781 -1.8025 0.6443
C 3.4239 -2.4405 -0.3888
N 2.5079 -1.4559 -0.9152
C 1.2316 -1.2242 -0.5230
O 0.5810 -0.3128 -1.0004
C 0.6339 -2.1729 0.5109
C 0.0860 -3.4214 -0.1788
C -1.3376 -3.0244 -0.5672
O -2.0190 -3.6122 -1.3763
N -1.6849 -1.9445 0.1796
C -2.8823 -1.2232 0.1035
C -3.7266 -1.3315 -0.9997
C -4.8923 -0.5943 -1.0594
C -5.2553 0.2723 -0.0358
C -6.5334 1.0529 -0.1036
C -4.4111 0.3727 1.0609
C -3.2428 -0.3617 1.1378
C -0.6323 -1.5379 1.0907
C 3.1751 -0.4560 -1.7261
C 4.4117 0.0809 -0.9796
H 1.6013 5.0866 -2.3130
H 0.1467 4.9825 -3.3139
H 0.0118 5.0686 -1.5520
H 1.2865 2.7765 -3.1403
H -0.3330 2.7015 -2.4213
H -1.2897 3.4298 -0.5981
H -2.3932 3.0538 1.5359
H -1.2005 1.9297 3.3866
H 1.1070 1.1152 3.0372
H 2.8673 1.7359 -0.1112
H 5.1667 0.1666 1.0458
H 4.0760 -2.0657 1.6583
H 5.3951 -2.1604 0.4847
H 3.9986 -2.8221 -1.2402
H 2.8801 -3.2775 0.0433
H 1.3572 -2.3752 1.2998
H 0.0331 -4.2707 0.5065
H 0.6423 -3.7265 -1.0644
H -3.4673 -1.9960 -1.8061
H -5.5322 -0.6914 -1.9250
H -7.3583 0.4540 0.2846
H -6.4672 1.9607 0.4919
H -6.7695 1.3204 -1.1313
H -4.6703 1.0350 1.8752
H -2.6185 -0.2589 2.0105
H -0.8250 -1.9152 2.1019
H -0.5510 -0.4500 1.1159
H 3.4664 -0.9016 -2.6838
H 2.4436 0.3303 -1.9220
H 4.5206 1.1550 -1.1367
H 5.3173 -0.3877 -1.3717
*
```

Summary:
**HOMO-LUMO gap**: 8.49 eV
**E_LUMO**: 0.60 eV
**Structure (SMILES)**: CCOc1ccccc1NC(=O)C1CCN(C(=O)[C@@H]2CC(=O)N(c3ccc(C)cc3)C2)CC1

Entry 4:
C26H32AsNO5S2TeZr as an isolated structure. Source: the Open Molecules 2025 dataset; level of theory: ωB97M-V/def2-TZVPD.

Geometry as ORCA input:
```
! RIJCOSX wB97M-V def2-TZVPD def2/J DEFGRID3
* xyz 1 2
Zr 0.6692 1.0700 1.0202
O 0.3028 3.2415 1.8982
S 1.4239 3.4667 0.9408
O 1.9933 4.7478 0.7799
O 2.3934 2.3434 1.3684
O 0.8577 2.8005 -0.3202
C 5.1680 1.0656 0.4659
As 3.9800 0.9853 -1.0336
C 3.7077 2.7565 -1.7125
C 4.8912 0.0104 -2.4100
S 2.2091 -0.1729 -0.6802
H 6.1219 1.4587 0.1166
H 5.2970 0.0573 0.8550
H 4.7380 1.7080 1.2307
H 4.6571 3.0898 -2.1309
H 3.3914 3.4298 -0.9237
H 2.9438 2.7160 -2.4849
H 5.8125 0.5293 -2.6711
H 4.2409 -0.0587 -3.2794
H 5.1159 -0.9892 -2.0445
C -1.1971 -2.6140 -6.2156
C -1.1227 -2.2650 -4.7564
C -1.0786 -0.9441 -4.3332
C -1.0253 -0.5977 -2.9877
C -0.9973 0.8615 -2.6361
C -1.0188 -1.6296 -2.0399
Te -1.0553 -1.2402 0.0371
N 1.3397 -0.5680 2.4932
C 0.4758 -0.0272 3.3028
O -0.5413 0.5081 2.6496
C 0.5996 0.1027 4.7513
C -0.0751 1.1325 5.4036
C 0.0595 1.2625 6.7740
C 0.8559 0.3689 7.4807
C 1.5264 -0.6572 6.8265
C 1.4048 -0.7924 5.4549
C -2.7309 0.0315 0.1680
C -2.5127 1.3958 0.3231
C -3.5583 2.2745 0.5375
C -4.8500 1.7681 0.5693
C -5.0740 0.4130 0.3860
C -4.0262 -0.4867 0.1907
C -4.3123 -1.9467 -0.0206
C -1.0391 -2.9760 -2.4318
C -1.0234 -4.1535 -1.4889
C -1.0937 -3.2615 -3.7918
H -1.1012 -1.7285 -6.8414
H -2.1508 -3.0900 -6.4488
H -0.4083 -3.3152 -6.4896
H -1.0859 -0.1511 -5.0722
H -0.7034 1.4522 -3.5018
H -0.2766 1.0750 -1.8433
H -1.9761 1.2139 -2.3092
H -0.6857 1.8196 4.8336
H -0.4530 2.0599 7.2942
H 0.9537 0.4726 8.5533
H 2.1370 -1.3513 7.3872
H 1.9096 -1.5918 4.9281
H -1.5193 1.8330 0.1959
H -3.3663 3.3313 0.6610
H -5.6877 2.4338 0.7286
H -6.0882 0.0336 0.4015
H -5.3519 -2.1735 0.2066
H -3.6845 -2.5776 0.6114
H -4.1246 -2.2304 -1.0594
H -0.6408 -3.9244 -0.4972
H -0.4016 -4.9467 -1.9016
H -2.0306 -4.5587 -1.3667
H -1.1079 -4.3011 -4.1013
*
```

Summary:
**HOMO-LUMO gap (alpha / beta)**: 7.96 / 6.56 eV
**E_LUMO (alpha / beta)**: -3.42 / -4.82 eV

Entry 5:
A 2-piece molecular cluster, C26H32BF6N3O8 overall in a non-equilibrium geometry. Source: the Open Molecules 2025 dataset; level of theory: ωB97M-V/def2-TZVPD.

Geometry as ORCA input:
```
! RIJCOSX wB97M-V def2-TZVPD def2/J DEFGRID3
* xyz 0 1
C 5.6843 2.1429 -0.1127
C 4.5029 1.1909 0.1032
C 4.4946 0.1117 -0.9270
O 5.1328 -0.8833 -0.8346
O 3.6776 0.3264 -2.0144
C 2.6730 -0.6681 -2.1373
C 1.6509 -0.4225 -1.0270
N 0.3544 -1.0440 -1.2434
C -0.5724 -0.5146 -1.9368
C -0.5213 0.7536 -2.7262
O 0.1523 1.8062 -2.0889
C -0.6773 2.8067 -1.5701
C -1.7421 2.5189 -0.7285
C -2.5237 3.5526 -0.2216
C -2.2095 4.8619 -0.5749
C -1.1369 5.1542 -1.4210
C -0.3533 4.1147 -1.9160
C -1.8368 -1.3368 -1.9192
F -2.2908 -1.3950 -3.2165
C -1.2630 -2.6767 -1.5004
C -2.2273 -3.8358 -1.2204
C -2.6819 -4.0833 0.2005
O -3.2276 -2.9071 0.7496
C -4.0660 -3.1115 1.8595
C -3.4631 -2.5886 3.1529
F -4.0045 -3.2730 4.1771
F -2.1400 -2.7661 3.2044
F -3.7187 -1.3012 3.3556
C -0.0314 -2.3679 -0.6055
C -0.1822 -2.0422 0.8762
C -0.9926 -0.8183 1.1801
N -0.3194 0.2096 1.4744
C 0.9832 -3.5006 -0.8855
C 1.8136 -3.9368 0.3071
N 2.9109 -3.4464 0.6902
H 5.7098 2.9118 0.6480
H 6.6003 1.5639 -0.0286
H 5.6381 2.5635 -1.1128
H 3.5564 1.7261 0.1244
H 4.6228 0.7233 1.0757
H 2.2499 -0.5973 -3.1352
H 3.1652 -1.6361 -2.0433
H 2.0642 -0.7686 -0.0851
H 1.5420 0.6494 -0.9159
H -0.0711 0.5728 -3.7036
H -1.5525 1.0466 -2.9180
H -1.9302 1.4795 -0.4870
H -3.3493 3.3163 0.4265
H -2.7978 5.6783 -0.1847
H -0.9103 6.1771 -1.6684
H 0.4911 4.2802 -2.5654
H -2.5982 -0.9682 -1.2360
H -0.7882 -2.9864 -2.4370
H -3.1251 -3.6200 -1.8003
H -1.8403 -4.7639 -1.6274
H -3.4506 -4.8577 0.1662
H -1.8630 -4.5009 0.7954
H -4.3408 -4.1500 2.0249
H -4.9828 -2.5498 1.6937
H -0.5018 -2.9127 1.4398
H 0.8098 -1.8140 1.2542
H -2.0767 -0.7842 1.1020
H -0.9134 1.0231 1.6585
H 1.6544 -3.2426 -1.7023
H 0.4376 -4.3819 -1.2086
H 1.4054 -4.7638 0.8828
H 3.2104 -2.7035 0.0521
B 1.3667 4.0050 2.3977
O 0.8291 5.1894 3.1328
C -0.4555 5.0162 3.3818
O -1.1831 5.7832 3.9483
C -0.8711 3.6565 2.8050
O -1.9754 3.1668 2.8319
O 0.1794 3.1005 2.2503
F 2.3601 3.3732 3.1244
F 1.8356 4.3685 1.1406
*
```

Summary:
**HOMO-LUMO gap**: 6.81 eV
**E_LUMO**: -1.84 eV

Entry 6:
C26H32Br6F18O12 as an isolated structure in a non-equilibrium geometry. Source: the Open Molecules 2025 dataset; level of theory: ωB97M-V/def2-TZVPD.

Geometry as ORCA input:
```
! RIJCOSX wB97M-V def2-TZVPD def2/J DEFGRID3
* xyz 0 1
C 8.6066 -7.4519 -1.9861
Br 8.0380 -9.2982 -2.3630
Br 8.1949 -7.1419 -0.0910
Br 7.7014 -6.1203 -3.1458
H 9.6583 -7.1947 -2.1114
C 5.4186 6.5871 -1.2256
Br 4.6774 6.9303 0.6074
Br 7.3999 6.3279 -1.0437
Br 4.8435 7.8081 -2.7498
H 5.0070 5.6197 -1.5135
C -6.4943 0.0663 8.3322
C -5.4067 -0.6753 8.9312
O -4.1345 -0.3757 8.3264
C -3.2233 0.4813 8.8698
O -3.2855 1.1562 9.8640
C -1.8740 0.4610 8.1008
F -1.8804 1.4135 7.2185
F -0.8961 0.6162 8.9249
F -1.6877 -0.7441 7.5075
H -6.7902 -0.2646 7.3367
H -6.3017 1.1299 8.1917
H -7.4039 -0.0122 8.9276
H -5.6026 -1.7472 8.9013
H -5.3232 -0.3746 9.9755
C 2.0847 -10.8837 -6.5171
C 2.2797 -9.9771 -5.2597
O 1.0094 -9.5531 -4.7422
C 0.9793 -8.8468 -3.6004
O 1.9493 -8.4565 -2.9454
C -0.4910 -8.5020 -3.1977
F -1.2747 -8.7784 -4.2547
F -0.7351 -9.2817 -2.2198
F -0.7340 -7.2343 -2.8662
H 3.1076 -11.0512 -6.8544
H 1.5434 -10.3281 -7.2828
H 1.4519 -11.7391 -6.2808
H 2.8887 -9.1628 -5.6523
H 3.0107 -10.3851 -4.5617
C -6.8789 -6.6497 3.6812
C -7.5205 -5.8823 2.4971
O -6.6026 -4.8587 2.2419
C -7.0089 -3.8238 1.4117
O -8.1253 -3.7325 0.8570
C -5.8476 -2.7900 1.3087
F -6.3504 -1.7192 0.6664
F -5.4683 -2.4676 2.5461
F -4.8135 -3.1462 0.6287
H -7.5182 -7.4914 3.9478
H -6.7142 -5.9523 4.5026
H -5.8692 -7.0238 3.5123
H -8.4359 -5.3683 2.7903
H -7.5184 -6.4701 1.5792
C 2.6474 -1.7387 -0.2969
C 1.4845 -1.3702 -1.2086
O 0.7043 -0.3699 -0.5780
C 0.8290 0.9356 -0.6797
O 1.5339 1.4801 -1.5399
C -0.1492 1.6710 0.2741
F -1.3236 1.6813 -0.3136
F -0.3273 1.0005 1.4569
F 0.2628 2.9108 0.5112
H 3.3799 -0.9334 -0.2395
H 3.1453 -2.6292 -0.6805
H 2.2692 -1.9597 0.7012
H 0.7975 -2.1879 -1.4267
H 1.7975 -0.9829 -2.1782
C 8.6420 2.9630 -10.4380
C 7.1820 2.5633 -10.3123
O 6.5025 2.9897 -9.1214
C 5.1396 2.9186 -9.0189
O 4.3608 2.6249 -9.9590
C 4.5858 3.3130 -7.6636
F 5.4373 3.1296 -6.7083
F 4.2215 4.6467 -7.8115
F 3.5288 2.5749 -7.4262
H 9.3757 2.6486 -9.6958
H 8.6767 4.0457 -10.5595
H 8.9770 2.4745 -11.3530
H 6.9983 1.4905 -10.3705
H 6.6793 2.9345 -11.2054
C -2.9888 13.6900 6.2951
C -3.3365 13.0159 4.9029
O -2.8022 11.7013 4.9408
C -2.7103 10.9332 3.8514
O -2.9838 11.3436 2.7102
C -2.2022 9.4807 4.1029
F -1.0723 9.3511 3.4912
F -2.0722 9.1654 5.3863
F -3.0277 8.5850 3.5621
H -3.0061 12.9866 7.1276
H -3.6766 14.4913 6.5649
H -1.9518 14.0219 6.3473
H -2.7855 13.6766 4.2336
H -4.3819 13.0918 4.6039
*
```

Summary:
**HOMO-LUMO gap**: 9.69 eV
**E_LUMO**: -0.58 eV